# 1
C37H46GeIrN2O3STe | ωB97M-V with the def2-TZVPD basis set

Properties
HOMO (spin up / spin down): -12.4 / -12.4 eV
Orbital gap (spin up / spin down): 5.3 / 4.4 eV
F_max: 0.83 eV/A
Spin multiplicity: 2
Net charge: +2

Geometry (Å):
Ir -1.3041 -1.1972 0.1907
C 2.0630 -4.8485 1.6783
C 1.3639 -3.9883 2.7159
S -0.2924 -3.5216 2.1913
O -0.0102 -2.1421 1.5052
C -1.0370 -3.1166 3.7756
C -1.4622 -4.3672 4.5319
H 3.0353 -5.1536 2.0615
H 2.2306 -4.2949 0.7539
H 1.4919 -5.7485 1.4534
H 1.8672 -3.0327 2.8801
H 1.2544 -4.4969 3.6743
H -1.8906 -2.4865 3.5186
H -0.3149 -2.5126 4.3194
H -2.0746 -5.0251 3.9145
H -2.0530 -4.0744 5.3981
H -0.6088 -4.9359 4.8978
O -2.5123 0.2863 -0.5228
C -1.6640 1.1866 -0.1452
O -0.6022 0.7052 0.3849
C -1.8966 2.6073 -0.4546
C -1.2149 3.7018 0.3413
Ge 0.6125 3.4339 1.0901
C 1.5015 5.1344 1.4393
C 1.4622 6.1763 0.5154
C 2.1848 7.3402 0.7314
C 2.9698 7.4663 1.8690
C 3.0253 6.4302 2.7892
C 2.2857 5.2735 2.5817
C 0.2961 2.6127 2.8377
C 0.4999 1.3009 3.2419
C 0.1161 0.8944 4.5150
C -0.4855 1.7833 5.3937
C -0.6933 3.0953 4.9975
C -0.2994 3.5043 3.7333
C 1.7181 2.5659 -0.2803
C 2.8878 1.8709 0.0274
C 3.6919 1.3516 -0.9760
C 3.3529 1.5438 -2.3108
C 2.2104 2.2604 -2.6306
C 1.3920 2.7530 -1.6200
H -2.9792 2.7553 -0.4821
H -1.5766 2.6541 -1.5059
H -1.8335 3.9463 1.2071
H -1.2343 4.5786 -0.3097
H 0.8725 6.0849 -0.3911
H 2.1358 8.1478 0.0128
H 3.5361 8.3724 2.0384
H 3.6387 6.5244 3.6758
H 2.3217 4.4844 3.3244
H 0.9889 0.5920 2.5774
H 0.2950 -0.1201 4.8302
H -0.7801 1.4612 6.3840
H -1.1507 3.8048 5.6745
H -0.4510 4.5429 3.4548
H 3.1911 1.7509 1.0611
H 4.6017 0.8244 -0.7204
H 3.9947 1.1635 -3.0950
H 1.9582 2.4485 -3.6675
H 0.5152 3.3314 -1.8967
C 1.0670 -0.8194 -7.4730
C 0.8148 -1.1699 -6.0427
C 1.4118 -2.2886 -5.4611
C 1.2119 -2.6201 -4.1362
C 1.9040 -3.8407 -3.5869
C 0.3649 -1.7813 -3.3577
Te 0.2701 -2.3782 -1.3934
C -0.2560 -0.6443 -3.9246
C -1.1578 0.2488 -3.1368
C -0.0142 -0.3683 -5.2541
H 1.5150 -1.6474 -8.0178
H 1.7499 0.0316 -7.5311
H 0.1435 -0.5257 -7.9718
H 2.0526 -2.9186 -6.0655
H 2.4874 -4.3199 -4.3695
H 1.1953 -4.5825 -3.2129
H 2.5994 -3.5901 -2.7815
H -0.6379 0.6323 -2.2548
H -2.0568 -0.2819 -2.8232
H -1.4613 1.1033 -3.7381
H -0.4827 0.5014 -5.6991
C -5.3605 -4.1637 -1.3408
N -4.6440 -4.0427 -0.0610
C -5.1898 -4.7354 1.1139
C -3.5332 -3.3883 0.0075
N -2.5324 -2.8050 0.0757
H -5.2303 -5.1656 -1.7478
H -4.9810 -3.4266 -2.0429
H -6.4172 -3.9743 -1.1634
H -5.3115 -5.7929 0.8843
H -6.1550 -4.3030 1.3728
H -4.5072 -4.6265 1.9523

---

# 2
C37H47BrN3O2S | ωB97M-V with the def2-TZVPD basis set

Properties
HOMO: -10.4 eV
Orbital gap: 6.4 eV
F_max: 1.11 eV/A
Net charge: +1

Geometry (Å):
C -0.5622 -7.7095 1.7282
C 0.7306 -6.8989 1.5936
C 0.8557 -6.0449 0.3269
Br -0.0433 -6.8494 -1.1892
N 2.3205 -5.7834 0.0124
S 3.1633 -6.6159 -1.2422
C 2.9824 -4.9103 0.7451
N 4.3145 -4.7003 0.5585
N 2.2753 -4.2818 1.7901
O 1.5776 -3.1380 1.2806
C 1.9460 -1.9784 2.0379
C 3.1276 -1.1975 1.4982
C 3.0325 -0.9044 0.0077
O 4.3542 -1.8508 1.8574
H -0.5208 -8.6356 1.1563
H -0.6973 -7.9594 2.7829
H -1.4332 -7.1218 1.4285
H 1.6063 -7.5499 1.6826
H 0.7549 -6.1942 2.4272
H 0.3683 -5.0793 0.4362
H 3.0621 -5.6297 -2.1475
H 4.6901 -4.1112 1.2959
H 4.5695 -4.2984 -0.3372
H 2.9054 -3.9873 2.5309
H 2.0919 -2.2263 3.0940
H 1.0820 -1.3083 1.9785
H 3.0722 -0.2366 2.0299
H 2.8546 -1.8138 -0.5743
H 3.9476 -0.4213 -0.3463
H 2.2007 -0.2222 -0.1916
H 4.9377 -1.8280 1.0955
C -2.8657 -3.8693 1.7345
C -4.1957 -4.1768 1.9811
C -4.6539 -4.2575 3.2891
C -3.7848 -4.0280 4.3474
C -2.4540 -3.7202 4.1003
C -1.9947 -3.6431 2.7924
H -2.5028 -3.8020 0.7152
H -4.8740 -4.3514 1.1563
H -5.6903 -4.4987 3.4846
H -4.1457 -4.0879 5.3656
H -1.7785 -3.5387 4.9270
H -0.9547 -3.4032 2.5947
C -2.1689 -2.1216 -2.8488
C -2.5866 -0.7978 -2.8169
C -2.0977 0.0612 -1.8425
C -1.1884 -0.4008 -0.9023
C -0.7682 -1.7224 -0.9358
C -1.2597 -2.5818 -1.9065
H -2.5501 -2.7922 -3.6075
H -3.2914 -0.4349 -3.5531
H -2.4242 1.0931 -1.8165
H -0.8091 0.2736 -0.1468
H -0.0591 -2.0885 -0.2073
H -0.9279 -3.6123 -1.9284
C 0.1682 3.0922 -2.2634
C -0.4009 3.3365 -3.5053
C -0.2732 4.5882 -4.0911
C 0.4283 5.5919 -3.4374
C 1.0000 5.3465 -2.1966
C 0.8679 4.0964 -1.6084
H 0.0659 2.1143 -1.8082
H -0.9431 2.5507 -4.0165
H -0.7195 4.7831 -5.0577
H 0.5298 6.5662 -3.8980
H 1.5477 6.1297 -1.6885
H 1.3113 3.9059 -0.6390
C -0.3155 9.4741 -4.1878
C 0.0965 10.6232 -4.8483
C -0.5927 11.0624 -5.9700
C -1.6961 10.3559 -6.4283
C -2.1091 9.2078 -5.7669
C -1.4169 8.7656 -4.6481
H 0.2214 9.1323 -3.3113
H 0.9533 11.1776 -4.4880
H -0.2701 11.9566 -6.4871
H -2.2348 10.7011 -7.3011
H -2.9709 8.6582 -6.1231
H -1.7381 7.8687 -4.1327
C -0.1806 0.6132 4.2855
C -0.0297 1.0408 5.5973
C 0.4010 2.3341 5.8587
C 0.6760 3.2016 4.8105
C 0.5237 2.7759 3.4984
C 0.0982 1.4808 3.2377
H -0.5221 -0.3958 4.0826
H -0.2513 0.3682 6.4157
H 0.5198 2.6677 6.8811
H 1.0058 4.2112 5.0164
H 0.7320 3.4548 2.6817
H -0.0232 1.1509 2.2145

---

# 3
C37H47N13Zr | ωB97M-V with the def2-TZVPD basis set

Properties
HOMO: -17.9 eV
Orbital gap: 5.5 eV
F_max: 0.50 eV/A
Net charge: +4

Geometry (Å):
Zr -0.1458 -0.3060 0.0077
C -3.2635 -1.2334 0.1970
C -3.9507 -0.1997 -0.6683
C -3.1090 0.7842 -1.4434
C -3.7819 1.6212 -2.3249
C -3.0939 2.4981 -3.1411
C -1.7072 2.5322 -3.0560
C -1.1038 1.7086 -2.1381
N -1.7564 0.8440 -1.3303
N -2.1935 -0.6804 1.0933
C -2.6546 0.5793 1.7428
C -1.5139 1.1689 2.5034
C -1.7093 1.9384 3.6295
C -0.6037 2.4173 4.3202
C 0.6630 2.0799 3.8668
C 0.7830 1.3099 2.7309
N -0.2819 0.8693 2.0237
C -1.9310 -1.6917 2.1676
C -1.1803 -2.8446 1.5900
C -1.3542 -4.1543 1.9964
C -0.5341 -5.1377 1.4633
C 0.4465 -4.7769 0.5429
C 0.5619 -3.4542 0.1833
N -0.2474 -2.4944 0.6814
H -2.8135 -2.0256 -0.3989
H -4.0149 -1.7177 0.8259
H -4.6814 0.3645 -0.0844
H -4.5591 -0.7548 -1.3885
H -4.8616 1.5563 -2.3794
H -3.6253 3.1360 -3.8364
H -1.1110 3.1898 -3.6742
H -0.0337 1.7423 -2.0079
H -3.5078 0.3752 2.3958
H -2.9878 1.2780 0.9781
H -2.7146 2.1407 3.9754
H -0.7322 3.0192 5.2112
H 1.5538 2.3988 4.3910
H 1.7520 1.0225 2.3623
H -1.3180 -1.2278 2.9428
H -2.8716 -1.9934 2.6331
H -2.1187 -4.3946 2.7238
H -0.6528 -6.1715 1.7628
H 1.1154 -5.5100 0.1131
H 1.3275 -3.1371 -0.5123
N -0.8741 -1.7677 -1.9476
C 0.1418 -1.9741 -3.0225
C 0.9315 -0.7015 -3.1760
N 1.3829 -0.3154 -1.8030
H -1.2125 -2.6816 -1.6561
H -1.6786 -1.3052 -2.3640
H -0.3329 -2.2626 -3.9604
H 0.7881 -2.8012 -2.7256
H 0.3231 0.1050 -3.5827
H 1.7903 -0.8313 -3.8342
H 1.8696 0.5834 -1.8265
H 2.0945 -0.9890 -1.5211
C 2.5941 3.0074 0.6286
N 1.4632 2.7026 -0.3264
C 0.4125 3.7393 -0.0163
N 0.8972 5.0909 -0.1263
C 2.0006 5.2861 0.8182
N 3.0963 4.3525 0.5297
C 3.5782 4.5989 -0.8294
N 2.4996 4.3915 -1.8016
C 2.0285 3.0382 -1.6826
C 1.3974 5.3122 -1.4860
H 3.4053 2.3082 0.4224
H 2.2325 2.8579 1.6435
H 0.0683 3.5586 1.0074
H -0.4271 3.6097 -0.6987
H 1.6423 5.1235 1.8364
H 2.3685 6.3079 0.7433
H 4.4034 3.9210 -1.0588
H 3.9443 5.6210 -0.9073
H 2.8768 2.3650 -1.8727
H 1.2731 2.8775 -2.4563
H 0.5853 5.1658 -2.2017
H 1.7527 6.3364 -1.5820
N 10.7702 0.1255 1.0669
C 9.6358 -0.0262 1.1442
C 8.2121 -0.2153 1.2431
C 7.3565 0.8275 0.8921
C 5.9859 0.6561 0.9858
C 5.4987 -0.5646 1.4210
C 6.3276 -1.6132 1.7775
C 7.6988 -1.4301 1.6897
N 4.0590 -0.7716 1.4981
C 3.3936 -1.4779 2.4763
C 2.0878 -1.4916 2.1240
N 1.9217 -0.7945 0.9265
C 3.1557 -0.3628 0.6106
H 7.7702 1.7716 0.5661
H 5.3292 1.4847 0.7608
H 5.9328 -2.5693 2.0935
H 8.3724 -2.2327 1.9569
H 3.9091 -1.8955 3.3245
H 1.2738 -1.9558 2.6513
H 3.4374 0.1917 -0.2681

---

# 4
C37H48BIMoN12P | ωB97M-V with the def2-TZVPD basis set

Properties
HOMO (spin up / spin down): -12.6 / -12.4 eV
Orbital gap (spin up / spin down): 6.1 / 6.3 eV
F_max: 2.18 eV/A
Spin multiplicity: 2
Net charge: +2

Geometry (Å):
Mo 0.3221 -0.0084 -2.1593
C 2.9577 3.1567 -0.8058
C 2.3888 1.9055 -0.6742
N 1.3967 1.7272 -1.5655
N 1.3581 2.8776 -2.3147
C 2.2838 3.7375 -1.8662
B 0.6558 2.8266 -3.7060
N -0.8468 2.4968 -3.4850
C -1.9187 3.2787 -3.6872
C -3.0389 2.6198 -3.2149
C -2.5524 1.4141 -2.7284
N -1.2220 1.3429 -2.8873
N 1.3545 1.6262 -4.4536
C 2.1738 1.6365 -5.5060
C 2.7326 0.3734 -5.6684
C 2.2085 -0.3787 -4.6386
N 1.3729 0.3793 -3.8980
N 0.7513 4.0762 -4.5308
C 0.2948 4.2032 -5.8136
C 0.4519 5.5078 -6.1803
C 1.0214 6.1240 -5.0418
N 1.1981 5.2684 -4.0545
H 3.7684 3.5775 -0.2324
H 2.6810 1.1117 -0.0114
H 2.3864 4.6995 -2.3436
H -1.8203 4.2462 -4.1589
H -4.0606 2.9636 -3.2389
H -3.1033 0.6009 -2.2866
H 2.3228 2.5375 -6.0809
H 3.4339 0.0571 -6.4238
H 2.4023 -1.4088 -4.3863
H -0.1295 3.3658 -6.3519
H 0.2012 5.9607 -7.1263
H 1.3068 7.1579 -4.9100
I -0.1567 -2.6064 -3.3159
C 1.6991 -3.1624 -2.4566
C 2.3545 -4.2456 -2.9482
C 3.5160 -4.6886 -2.2723
C 3.9006 -4.0981 -1.1047
C 3.1803 -3.0016 -0.5654
C 3.4735 -2.4714 0.7172
C 2.6554 -1.5286 1.2648
C 1.6129 -0.9666 0.4914
C 1.4062 -1.2804 -0.8315
C 2.0929 -2.4495 -1.2951
H 1.9907 -4.7841 -3.8143
H 4.0644 -5.5336 -2.6679
H 4.7521 -4.4833 -0.5552
H 4.3115 -2.8691 1.2804
H 2.8266 -1.1822 2.2805
H 1.1684 0.7752 1.5512
N 0.7024 -0.0010 1.0901
P -0.4720 -0.6548 2.0700
N -0.0118 -1.7308 3.1889
C 0.2655 -3.1617 2.9121
C -0.2675 -4.0161 4.0527
C 0.3682 -3.5863 5.3743
C 0.1444 -2.0937 5.6198
C 0.6409 -1.2704 4.4370
N -1.4741 -1.4869 1.0651
C -1.9259 -0.8249 -0.1635
C -2.8905 -1.7297 -0.9109
C -4.2005 -1.8589 -0.1192
C -3.9090 -1.8506 1.3917
C -2.5103 -2.3915 1.6541
N -1.0668 0.6499 2.8236
C -2.1399 0.4826 3.8331
C -1.8733 1.3541 5.0560
C -1.3998 2.7698 4.6519
C -1.6321 3.0292 3.1649
C -0.8410 2.0367 2.3255
H 1.3499 -3.2895 2.8344
H -0.1560 -3.4449 1.9529
H -0.0569 -5.0656 3.8417
H -1.3551 -3.9043 4.1149
H 1.4441 -3.7872 5.3351
H -0.0357 -4.1710 6.2010
H 0.6710 -1.7677 6.5182
H -0.9225 -1.8992 5.7734
H 1.7234 -1.3978 4.3352
H 0.4377 -0.2135 4.5840
H -1.0363 -0.5821 -0.7611
H -2.3876 0.1469 0.0417
H -2.4172 -2.7034 -1.0347
H -3.0783 -1.3493 -1.9129
H -4.6942 -2.7878 -0.4058
H -4.8817 -1.0460 -0.3756
H -4.6381 -2.4507 1.9351
H -3.9765 -0.8339 1.7914
H -2.4039 -3.3851 1.2146
H -2.3247 -2.4882 2.7181
H -2.1944 -0.5663 4.1198
H -3.0995 0.7434 3.3837
H -1.1283 0.8749 5.6936
H -2.7955 1.4022 5.6369
H -0.3330 2.8815 4.8621
H -1.9137 3.5240 5.2454
H -1.3054 4.0323 2.8906
H -2.6968 2.9692 2.9264
H 0.2196 2.2855 2.4260
H -1.1030 2.1239 1.2697

---

# 5
C37H48ClN4O2P2SScSe | ωB97M-V with the def2-TZVPD basis set

Properties
HOMO (spin up / spin down): -2.4 / -4.7 eV
Orbital gap (spin up / spin down): 4.8 / 7.1 eV
F_max: 0.50 eV/A
Spin multiplicity: 2
Net charge: -1

Geometry (Å):
Sc -0.0288 0.8527 1.3597
C -1.0195 -1.5432 -3.1723
P 0.1777 -0.7016 -2.0475
C 0.5843 0.7502 -3.0898
N 0.8943 0.4786 -4.3777
C 1.2921 1.5267 -5.1582
C 1.6500 1.3123 -6.4974
C 2.0775 2.3610 -7.2981
C 2.1545 3.6509 -6.7770
C 1.7968 3.8881 -5.4578
C 1.3594 2.8441 -4.6305
N 0.9743 3.1048 -3.3448
C 0.5714 2.0543 -2.5979
P -0.1475 2.5216 -0.9684
C 0.7985 4.0430 -0.6129
C -1.8491 3.1597 -1.4982
C -1.7794 4.2899 -2.5275
C -2.6347 3.6855 -0.2936
C -2.5955 1.9617 -2.0952
C 1.7061 -1.8043 -2.2536
C 2.8823 -0.9943 -1.6990
C 2.0247 -2.2668 -3.6774
C 1.5029 -3.0642 -1.4084
H -0.6947 -1.4047 -4.2034
H -2.0069 -1.0977 -3.0395
H -1.0901 -2.6092 -2.9488
H 1.5856 0.3012 -6.8837
H 2.3550 2.1763 -8.3295
H 2.4894 4.4696 -7.4034
H 1.8383 4.8845 -5.0330
H 0.9888 4.5646 -1.5471
H 1.7408 3.7485 -0.1491
H 0.2543 4.6613 0.0971
H -1.4144 5.2119 -2.0687
H -2.7934 4.4806 -2.8972
H -1.1330 4.0542 -3.3683
H -2.0858 4.4520 0.2531
H -2.8790 2.8933 0.4101
H -3.5697 4.1273 -0.6562
H -2.1415 1.6365 -3.0331
H -3.6360 2.2393 -2.2942
H -2.5950 1.1102 -1.4074
H 3.1546 -0.1900 -2.3861
H 3.7539 -1.6437 -1.5620
H 2.6364 -0.5439 -0.7344
H 2.0754 -1.4382 -4.3758
H 1.2726 -2.9740 -4.0388
H 2.9885 -2.7912 -3.6621
H 1.3484 -2.8376 -0.3558
H 2.3945 -3.6958 -1.4916
H 0.6571 -3.6552 -1.7729
O 1.9341 1.2317 1.3031
N 2.8912 0.5434 1.9111
C 4.0379 1.1979 2.1843
C 5.0925 0.5504 2.7581
C 4.9552 -0.8129 3.0526
C 3.7802 -1.4554 2.7707
C 2.6897 -0.7758 2.1859
S 1.1954 -1.4905 1.8254
H 4.0260 2.2426 1.9154
H 5.9985 1.0960 2.9737
H 5.7735 -1.3572 3.5060
H 3.6384 -2.5034 2.9930
O -2.2368 0.8794 1.4877
C -3.5425 0.2966 1.3522
C -4.0716 -0.3030 2.6398
C -3.1648 -1.3407 3.2964
C -2.8499 -2.5089 2.4135
C -3.3709 -3.7752 2.6702
C -3.0494 -4.8268 1.8296
C -2.2167 -4.5850 0.7493
C -1.7443 -3.2954 0.5677
N -2.0453 -2.2775 1.3702
H -2.2476 1.5944 2.1554
H -3.4637 -0.4420 0.5593
H -4.2223 1.0851 1.0178
H -5.0517 -0.7400 2.4183
H -4.2389 0.5069 3.3573
H -3.6419 -1.6986 4.2103
H -2.2324 -0.8521 3.5829
H -4.0072 -3.9261 3.5331
H -3.4383 -5.8197 2.0186
H -1.9308 -5.3714 0.0640
H -1.0820 -3.0590 -0.2544
Se -0.1035 0.7562 4.2053
C -0.0175 -0.8639 5.2325
C 1.1218 -1.6707 5.2730
C 1.1752 -2.7997 6.0789
C 0.0912 -3.1512 6.8725
C -1.0439 -2.3523 6.8536
C -1.0957 -1.2247 6.0443
H 1.9758 -1.4007 4.6690
H 2.0728 -3.4084 6.0904
H 0.1337 -4.0305 7.5035
H -1.8952 -2.6062 7.4756
H -1.9798 -0.5983 6.0425
Cl -0.4853 3.1015 2.2452

---

Molar mass per entry: 991.28, 677.77, 765.10, 925.51, 834.20 g mol⁻¹